Record 1
Density functional theory data (ωB97M-V with the def2-TZVPD basis set) for a cluster of 7 separate species, C30H46N7O3P in total.

HOMO level (eV): -8.17
Frontier orbital gap (eV): 8.496
Lowest unoccupied orbital energy (Ha): 0.0120

```
87
C30H46N7O3P | OMol25 | ωB97M-V with the def2-TZVPD basis set
C -3.85580 1.98650 3.74467
O -4.27151 2.92746 2.77870
C -3.84405 2.61908 1.46028
C -2.90603 3.68846 0.92206
O -1.55647 3.41946 1.25491
C -0.65864 3.29077 0.16418
C 0.73390 3.65278 0.66555
N 0.74636 5.03906 1.16876
P -0.58695 1.58829 -0.59289
C -0.56715 0.63438 0.97976
O -2.17595 1.42990 -1.08787
H -2.76495 1.94381 3.80418
H -4.26455 0.99362 3.53238
H -4.24478 2.30802 4.70953
H -3.34077 1.64767 1.45168
H -4.73394 2.54769 0.82781
H -3.20205 4.63655 1.38023
H -3.04784 3.78631 -0.15558
H -0.92206 4.00637 -0.62282
H 1.41195 3.58373 -0.18794
H 1.06808 2.92659 1.41282
H 0.61831 5.00804 2.17332
H 1.67836 5.41155 1.02495
H -1.43856 -0.01258 1.09928
H -0.53758 1.29211 1.84918
H 0.32771 0.01217 0.98146
H -2.67829 0.88288 -0.48114
N -1.19774 -2.37427 -3.06613
C -0.92727 -3.71586 -3.06526
C -0.65081 -4.08933 -1.77713
C -0.76162 -2.92635 -0.96907
C -1.10143 -1.88724 -1.79263
H -1.42804 -1.82780 -3.87467
H -0.95036 -4.28781 -3.97455
H -0.39595 -5.08421 -1.45276
H -0.61507 -2.86208 0.09615
H -1.29491 -0.85242 -1.57603
N 2.03520 7.90307 2.53833
C 2.29743 8.75963 3.57505
C 2.80491 9.91494 3.04618
C 2.84586 9.75137 1.63508
C 2.36134 8.50280 1.35299
H 1.65275 6.98228 2.62784
H 2.10485 8.48445 4.59697
H 3.10926 10.78225 3.60698
H 3.18663 10.47113 0.91038
H 2.21527 7.99539 0.41501
N 1.23631 6.49978 6.47071
C 0.06509 6.20948 7.11712
C 0.36070 5.98998 8.43501
C 1.76492 6.15409 8.58877
C 2.27719 6.46761 7.35927
H 1.31935 6.69948 5.49350
H -0.87180 6.18739 6.58779
H -0.34977 5.74135 9.20504
H 2.33224 6.05437 9.49856
H 3.28552 6.67136 7.04229
N -5.26210 -3.57466 1.55908
C -5.01059 -2.31953 2.03561
C -4.29089 -1.64995 1.08125
C -4.09815 -2.53927 -0.01266
C -4.71215 -3.71732 0.31283
H -5.76958 -4.28595 2.05052
H -5.36322 -2.01031 3.00436
H -3.94271 -0.63234 1.16423
H -3.57111 -2.33740 -0.92716
H -4.80010 -4.64140 -0.23146
N 0.08198 -6.59041 -5.40405
C 1.39595 -6.22793 -5.27250
C 2.12576 -7.36804 -5.07294
C 1.21555 -8.46119 -5.08392
C -0.03729 -7.94878 -5.28972
H -0.67974 -5.95896 -5.56070
H 1.69692 -5.19617 -5.33088
H 3.19267 -7.41651 -4.93644
H 1.45443 -9.50373 -4.95339
H -0.99665 -8.43104 -5.36305
N 5.29762 -8.98875 -8.13434
C 4.39925 -9.18139 -7.12153
C 5.10519 -9.51436 -5.99642
C 6.48366 -9.52130 -6.34609
C 6.56948 -9.19281 -7.67207
H 5.05919 -8.73663 -9.07464
H 3.34177 -9.06238 -7.28373
H 4.68187 -9.72919 -5.02925
H 7.31502 -9.74180 -5.69801
H 7.42122 -9.08602 -8.32117
```



Record 2
Density functional theory data (ωB97M-V with the def2-TZVPD basis set) for a cluster of 2 separate species, C30H46NO5PS3 in total at a distorted geometry.

HOMO level (eV): -8.35
Frontier orbital gap (eV): 8.232
Lowest unoccupied orbital energy (Ha): -0.0043

```
86
C30H46NO5PS3 | OMol25 | ωB97M-V with the def2-TZVPD basis set
C -0.71747 -4.27357 1.07878
O -1.92392 -4.68677 0.43398
C -1.90473 -4.21456 -0.92713
C -3.35936 -4.28538 -1.58128
C -3.78767 -2.88738 -2.19209
C -4.84957 -2.10521 -1.29412
C -4.45056 -0.58425 -1.03469
C -5.66015 0.43262 -1.30530
C -6.29723 0.93428 0.05583
C -6.20199 2.48814 0.32533
C -4.93176 3.20409 -0.25472
C -3.57454 2.76807 0.37322
C -3.38490 1.71452 1.34890
C -2.06617 1.31494 1.87789
C -0.88021 2.01979 1.39654
C -1.04765 3.12980 0.43698
C -2.35588 3.50227 -0.06825
P -2.46058 4.91517 -1.27003
S -2.32125 6.57385 -0.21570
S 0.50845 3.96936 -0.04210
C 1.63383 2.52577 -0.17286
C 2.66951 2.43159 -1.20361
C 2.87825 3.60395 -2.21683
C 3.57528 4.83529 -1.50315
O 4.77759 4.90151 -1.35420
C 3.48011 1.21134 -1.22764
C 3.29020 0.09943 -0.27664
C 4.18073 -1.16895 -0.42761
C 5.01704 -1.55697 0.85967
C 4.30835 -2.64091 1.77722
C 5.07688 -4.01164 1.88707
O 4.09698 -5.05193 2.14750
C 3.30987 -4.74508 3.29338
C 2.26741 0.28127 0.74412
O 2.00374 -0.71527 1.71546
C 1.40760 1.47860 0.84357
N 0.40977 1.57888 1.89559
S 0.99240 2.59873 3.17778
H -0.75069 -3.14423 1.18955
H 0.21527 -4.57161 0.52390
H -0.70938 -4.67300 2.12984
H -1.50271 -3.16847 -1.00390
H -1.21722 -4.89465 -1.51521
H -4.08951 -4.69015 -0.83257
H -3.26915 -5.04629 -2.40495
H -2.89123 -2.25617 -2.43750
H -4.31764 -3.13086 -3.16033
H -5.88408 -2.23484 -1.69647
H -4.83832 -2.63688 -0.29642
H -3.52891 -0.28699 -1.61568
H -4.12642 -0.54792 0.04502
H -5.38995 1.23802 -2.02938
H -6.44105 -0.19741 -1.82343
H -7.39891 0.68715 0.00279
H -5.90123 0.29393 0.89004
H -7.09603 2.97285 -0.16520
H -6.31232 2.69689 1.42194
H -4.86454 3.16872 -1.37923
H -5.04798 4.30565 -0.01622
H -4.25400 1.15087 1.74662
H -1.94568 0.47980 2.60973
H -3.71660 4.88374 -1.93160
H -1.34929 4.85669 -2.15453
H 1.90410 4.00214 -2.61420
H 3.55034 3.29987 -3.06795
H 2.98011 5.71785 -1.10759
H 4.26300 1.10996 -2.02126
H 3.49311 -2.00813 -0.74942
H 4.91350 -1.05131 -1.27221
H 6.04849 -1.87332 0.53127
H 5.12571 -0.62024 1.47306
H 3.31345 -2.86493 1.29430
H 4.08846 -2.15507 2.75819
H 5.80562 -3.98804 2.75285
H 5.59546 -4.25017 0.92492
H 2.34689 -4.20989 3.03088
H 2.98893 -5.67131 3.84865
H 3.83526 -4.09588 4.04861
H 1.52742 -1.40511 1.21922
H 1.21700 1.70382 4.21030
C 6.79708 1.98323 -1.20029
O 6.29931 2.57607 -2.39109
H 7.08897 0.95560 -1.41747
H 7.66960 2.53737 -0.84507
H 6.01954 1.98224 -0.43098
H 6.04779 3.48500 -2.17245
```



Record 3
Density functional theory data (ωB97M-V with the def2-TZVPD basis set) for a structure of composition C30H46O2OsP4 at a distorted geometry.

Multiplicity: 5
HOMO level (spin up / spin down) (eV): -17.31 / -18.86
Total charge: +4
Frontier orbital gap (spin up / spin down) (eV): 4.404 / 4.592
Lowest unoccupied orbital energy (spin up / spin down) (Ha): -0.4741 / -0.5243

```
83
C30H46O2OsP4 | OMol25 | ωB97M-V with the def2-TZVPD basis set
P -0.16824 2.60537 1.17021
C -1.31175 2.22594 2.53387
H -1.66011 3.16461 2.96994
H -0.82292 1.64215 3.31206
H -2.16921 1.66742 2.15730
C 1.17184 3.43768 2.09750
H 1.67295 4.20503 1.50437
H 1.90649 2.67183 2.38789
H 0.76707 3.89786 3.00579
C -1.25289 3.83283 0.35929
H -1.36067 4.72637 0.97458
H -2.24047 3.37946 0.23637
H -0.88699 4.10436 -0.63028
P -1.02305 0.63204 -3.56038
C -2.45477 -0.46055 -3.54548
H -2.83633 -0.52243 -4.56868
H -3.24986 -0.07246 -2.90661
H -2.18850 -1.46655 -3.21465
C -1.70128 2.19948 -4.15015
H -0.90099 2.88546 -4.43718
H -2.31237 2.64560 -3.35319
H -2.32892 1.97539 -5.01956
C 0.03740 -0.11778 -4.81494
H -0.47229 -0.01792 -5.77962
H 0.17782 -1.17976 -4.57503
H 1.01696 0.36630 -4.85214
P 2.67988 -0.78297 -0.19232
C 2.70370 -2.48881 0.45416
H 3.73935 -2.77672 0.64114
H 2.30558 -3.15782 -0.30692
H 2.12098 -2.61993 1.36257
C 3.64650 -1.11777 -1.68955
H 4.28834 -1.98355 -1.52950
H 4.25134 -0.27304 -2.00881
H 2.94782 -1.37229 -2.49119
C 3.72471 0.11643 1.05208
H 4.71172 -0.37880 1.12895
H 3.21539 0.07536 2.03427
H 3.84593 1.17439 0.76613
Os 0.72393 1.29554 -1.55838
C -1.06159 1.11629 -0.93092
O -2.16158 0.88318 -0.56339
C 0.56573 -0.58856 -1.71907
O 0.28387 -1.73002 -1.88825
C 2.61036 1.69606 -2.76778
C 3.23982 2.04432 -1.56790
C 2.67591 2.99381 -0.74106
C 1.54844 3.69020 -1.15205
C 0.87503 3.34100 -2.33061
C 1.46795 2.39775 -3.21022
H 3.05037 0.94292 -3.41387
H 4.15119 1.55094 -1.25440
H 3.11659 3.17559 0.23409
H 1.16063 4.49117 -0.53133
H -0.04810 3.83859 -2.60910
H 1.08032 2.24675 -4.20433
C 0.71614 -0.80845 2.91646
P -0.36230 -1.22867 1.48833
C -0.42139 -3.05369 1.63927
C -0.26298 -3.92796 0.54584
C -0.36803 -5.30722 0.72379
C -0.65407 -5.83676 1.98833
C -0.82288 -4.97153 3.07726
C -0.71111 -3.59410 2.89128
C -2.07852 -1.02706 2.13851
C -3.14885 -1.37982 1.29078
C -4.46465 -1.31354 1.74530
C -4.73160 -0.91624 3.06345
C -3.67467 -0.58338 3.91560
C -2.35893 -0.62947 3.45024
H 1.69622 -1.28034 2.79530
H 0.30344 -1.12061 3.87248
H 0.85640 0.28050 2.91986
H -0.05064 -3.52672 -0.44114
H -0.22736 -5.97834 -0.12822
H -0.75620 -6.91665 2.12635
H -1.05089 -5.36341 4.07198
H -0.87749 -2.92397 3.73253
H -2.94323 -1.71610 0.27611
H -5.28675 -1.58246 1.07592
H -5.76479 -0.88326 3.42843
H -3.86486 -0.30162 4.95468
H -1.55902 -0.33689 4.12752
```